Entry 1:
2 unconnected molecules or ions with the total composition C4H10N3OS at a distorted geometry, computed with ωB97M-V/def2-TZVPD.

XYZ file:
```
19
Properties=species:S:1:pos:R:3
S 2.40 -0.77 0.22
O -0.30 1.72 0.51
N -1.32 2.18 -1.46
N 2.27 0.02 1.63
N -0.12 0.22 -1.28
C 0.06 -0.94 -0.65
C -1.84 -1.11 1.01
C -0.64 1.38 -0.67
C -0.67 -1.41 0.52
H -1.33 2.12 -2.49
H -2.42 -1.75 1.68
H -2.40 -0.33 0.36
H 0.49 -1.64 -1.41
H 3.08 -2.09 0.41
H -0.02 -1.96 1.15
H 0.54 0.32 -2.03
H 2.38 1.04 1.50
H 1.35 -0.09 2.05
H -1.50 3.08 -1.05
```

Calculated values
Total charge: +1
2S+1: 1
Energy relative to the best compared isomer or geometry (same formula, charge and spin) (kJ/mol): 225.43
LUMO level (eV): -4.791
HOMO (eV): -13.29
DFT total energy (eV): -21654.10756
HOMO-LUMO gap (eV): 8.4981

***

Entry 2:
12 unconnected molecules or ions with the total composition H24O12 at a distorted geometry, computed with ωB97M-V/def2-TZVPD.

XYZ file:
```
36
Properties=species:S:1:pos:R:3
O -1.78 -3.52 -2.22
O 2.95 1.60 -1.63
O 0.27 -3.94 1.68
O 2.96 0.70 1.56
O 1.39 -1.53 -4.36
O 0.14 3.85 -1.12
O -4.30 0.19 0.92
O -0.75 1.33 -1.66
O -0.85 -0.44 2.67
O -0.57 1.81 4.16
O 2.91 -0.90 -0.49
O -1.91 1.23 0.69
H -0.70 4.26 -1.42
H -2.78 0.97 0.87
H -2.00 2.21 0.75
H 3.24 1.90 -2.52
H -0.07 -3.77 0.92
H -5.02 -0.27 0.27
H 0.31 1.41 3.96
H 2.37 1.25 1.21
H 0.12 2.95 -0.85
H 1.36 -2.58 -4.06
H 3.64 0.57 0.92
H -1.16 -4.15 -2.28
H -0.13 -0.47 2.05
H -1.13 1.08 -0.85
H 2.82 0.68 -1.30
H 2.10 -0.40 -0.37
H 1.10 -4.04 1.94
H -1.53 0.15 2.15
H 0.45 -1.28 -4.17
H -1.18 1.03 -2.27
H -1.08 1.15 4.67
H 2.60 -1.63 -1.00
H -2.54 -3.97 -1.92
H -4.46 -0.16 1.76
```

Calculated values
2S+1: 1
Energy relative to the best compared isomer or geometry (same formula, charge and spin) (kJ/mol): 618.16
LUMO level (eV): -0.349
HOMO (eV): -10.13
DFT total energy (eV): -24955.28759
HOMO-LUMO gap (eV): 9.7814

***

Entry 3:
A molecular structure, C2H3NO2 at a distorted geometry, computed with ωB97M-V/def2-TZVPD.

XYZ file:
```
8
Properties=species:S:1:pos:R:3
O -2.48 0.97 0.00
O -3.48 -0.02 0.00
N -2.48 -1.02 0.00
C -0.13 -0.01 0.00
C -1.59 -0.08 0.00
H 0.27 -1.02 0.02
H 0.22 0.51 -0.89
H 0.21 0.54 0.87
```

Calculated values
2S+1: 1
Energy relative to the best compared isomer or geometry (same formula, charge and spin) (kJ/mol): 476.13
LUMO level (eV): 0.858
HOMO (eV): -10.43
DFT total energy (eV): -7702.90818
HOMO-LUMO gap (eV): 11.2881

***

Entry 4:
A molecular structure, C43H60F15HfN6O17S5 at a distorted geometry, computed with ωB97M-V/def2-TZVPD.

XYZ file:
```
147
Properties=species:S:1:pos:R:3
Hf -4.75 -2.36 -0.73
S -2.97 -3.71 -2.99
S -5.99 0.28 1.75
S -1.59 -1.15 1.07
S -4.86 -3.75 1.92
S -4.82 0.11 -2.59
F -0.18 -2.52 -0.85
F 1.00 -0.78 0.04
F -0.58 -0.52 -1.39
F -5.12 -6.30 1.41
F -3.59 0.59 -4.81
F -5.68 0.96 -5.00
F -8.00 -1.44 1.16
F -4.98 -1.04 -5.10
F -2.02 -3.10 -5.39
F -1.73 -1.52 -3.99
F -0.40 -3.26 -3.78
F -5.14 -5.90 3.59
F -6.94 -5.41 2.42
F -8.74 0.65 1.56
F -8.08 -0.62 3.19
O -1.62 0.31 1.37
O -2.87 -1.55 0.48
O -5.87 -0.84 -2.15
O -3.08 -5.17 -3.25
O -1.22 -1.92 2.24
O -5.39 0.15 3.11
O -6.12 1.67 1.34
O -3.94 -3.88 0.75
O -3.73 -0.66 -1.99
O -5.96 -2.99 1.31
O -2.74 -3.29 -1.63
O -5.29 -0.63 0.71
O 2.97 1.36 -2.20
O -4.88 1.49 -2.08
O -4.25 -3.20 3.14
O -4.29 -3.03 -3.04
O 6.31 -3.30 0.17
N -0.38 4.93 2.14
N 5.55 -3.83 1.40
N -1.63 3.57 -1.16
N 3.57 0.79 -3.42
N -7.50 6.01 1.92
N 0.67 -1.28 3.86
C 3.32 -3.58 0.36
C -7.85 -0.32 1.92
C 5.70 2.22 -3.54
C -0.24 -1.32 -0.43
C 5.64 -4.83 3.67
C 6.91 -2.70 3.40
C -5.58 -5.53 2.37
C 6.45 -4.02 2.61
C -3.96 4.67 -0.11
C -7.62 5.00 1.04
C -3.78 3.25 -0.12
C -5.19 6.08 1.62
C 4.05 -1.04 -5.00
C 4.34 1.84 -4.24
C -4.78 0.13 -4.52
C 4.10 -1.80 1.80
C 2.65 -1.40 -3.06
C 2.48 -1.56 5.19
C 1.36 -2.20 4.58
C -1.68 -2.86 -4.10
C 0.83 5.18 1.52
C 4.27 -4.24 4.06
C -8.66 6.61 2.49
C 2.47 -0.25 4.75
C 4.56 1.27 -5.67
C 0.35 2.92 1.45
C -6.50 4.54 0.36
C 5.18 -1.22 -2.79
C 1.31 3.91 1.18
C 1.26 -0.11 4.05
C -6.28 6.45 2.35
C -1.77 4.94 -1.11
C -2.62 2.71 -0.68
C 3.87 -0.68 -3.48
C 4.16 -3.34 1.57
C -0.49 3.01 -1.83
C 3.59 3.15 -4.47
C 3.50 -4.05 2.70
C 7.59 -4.87 2.38
C 5.03 -0.16 -5.72
C -5.24 5.17 0.60
C -2.93 5.48 -0.60
C -0.71 3.61 2.14
H 2.26 -3.54 0.62
H 3.66 1.44 -6.26
H -6.31 7.34 2.96
H 5.88 1.56 -2.69
H 5.45 1.77 -6.05
H 3.32 -5.08 2.38
H 0.59 1.86 1.40
H 0.91 -3.18 4.69
H 7.72 -2.80 4.11
H 4.82 -1.34 1.12
H 5.69 -5.90 3.47
H 4.45 -1.49 2.78
H 4.34 -3.26 4.53
H 0.83 0.76 3.58
H 3.29 0.45 4.88
H -0.46 3.30 -2.89
H 3.09 -1.07 -5.51
H 0.28 3.48 -1.23
H -9.51 6.39 1.85
H 4.19 3.81 -5.09
H -2.45 1.65 -0.74
H 3.69 -4.88 4.73
H 3.10 -1.38 1.73
H -8.67 4.82 0.84
H 3.53 -4.53 -0.12
H -0.92 5.49 -1.50
H 2.57 -1.33 -1.98
H 6.07 -2.25 3.93
H -1.62 3.29 2.61
H 6.12 -0.92 -3.23
H 2.26 3.68 0.72
H 4.59 -1.98 -5.10
H -8.54 7.70 2.45
H 3.58 -2.94 -0.49
H 1.69 -1.17 -3.51
H 2.57 3.26 -4.86
H -4.22 6.49 1.85
H -0.50 1.93 -1.72
H -3.06 6.54 -0.47
H 6.21 -4.84 4.60
H 5.73 3.25 -3.17
H 6.03 -0.27 -5.30
H 8.14 -5.17 3.27
H -6.68 3.88 -0.48
H -0.89 5.59 2.71
H -4.48 2.51 0.25
H -8.71 6.19 3.49
H 5.31 -0.74 -1.82
H 5.16 -2.30 -2.67
H 7.39 -5.73 1.74
H 2.83 -2.48 -3.13
H 2.53 -3.66 2.99
H 5.16 -0.43 -6.77
H 3.51 3.67 -3.51
H 3.26 -2.03 5.77
H 6.58 2.28 -4.18
H 8.28 -4.35 1.71
H 1.23 6.18 1.56
H 7.06 -1.94 2.64
H -0.14 -1.54 3.31
```

Calculated values
Total charge: +2
2S+1: 4
LUMO level (alpha / beta) (eV): -6.301 / -7.385
HOMO (alpha / beta) (eV): -11.96 / -12.50
DFT total energy (eV): -185534.41953
HOMO-LUMO gap (alpha / beta) (eV): 5.6608 / 5.1148
⟨S²⟩: 3.77

***

Entry 5:
A molecular structure, C32H30AuN2O3P, computed with ωB97M-V/def2-TZVPD.

XYZ file:
```
69
Properties=species:S:1:pos:R:3
Au 0.95 -1.42 -0.21
P 1.11 1.02 -0.19
O 1.48 -3.94 -0.19
O 3.87 -1.75 -0.60
O -1.13 -0.62 -1.38
N -1.04 -2.61 0.34
N -2.23 -2.16 -0.03
C 4.83 1.98 1.11
C 1.32 1.49 -4.23
C -5.91 0.71 -1.88
C -1.15 -3.66 1.21
C 1.84 3.04 -1.99
C -0.10 -4.50 1.49
C 1.17 -4.61 0.79
C -1.02 1.16 1.55
C -4.71 1.35 -2.17
C 1.78 2.79 -4.38
C -2.21 1.65 2.06
C 3.30 2.83 2.76
C -4.69 -1.14 -0.94
C 3.76 1.53 0.36
C 2.04 3.57 -3.26
C -2.82 2.75 1.47
C -0.42 1.77 0.45
C 2.14 -5.66 1.29
C 4.60 2.63 2.32
C -3.49 -0.50 -1.24
C 1.12 0.96 -2.97
C 3.03 -1.67 0.24
C -3.51 0.75 -1.85
C -2.17 -1.10 -0.90
C 3.32 -1.71 1.73
C -2.47 -3.92 1.88
C 1.38 1.73 -1.84
C -2.23 3.35 0.36
C 2.45 1.73 0.80
C -5.89 -0.54 -1.27
C -1.04 2.87 -0.15
C 2.23 2.38 2.00
H 2.65 -2.41 2.22
H -2.93 -2.99 2.21
H 3.12 3.35 3.70
H -0.60 3.33 -1.02
H -4.72 2.33 -2.64
H -0.57 0.27 1.98
H 1.99 -5.90 2.34
H 5.84 1.81 0.76
H 3.95 1.01 -0.58
H -3.16 -4.38 1.18
H -3.76 3.12 1.86
H -2.57 1.23 -2.08
H -6.82 -1.05 -1.05
H -4.66 -2.11 -0.46
H 0.75 -0.05 -2.85
H 1.12 0.88 -5.11
H 2.06 3.64 -1.12
H 3.15 -5.31 1.12
H 2.00 -6.57 0.71
H -6.85 1.17 -2.13
H 1.93 3.20 -5.37
H -2.33 -4.59 2.73
H 3.11 -0.72 2.14
H -2.67 1.16 2.91
H -0.27 -5.24 2.27
H 4.36 -1.97 1.91
H 1.22 2.55 2.35
H 2.40 4.58 -3.37
H -2.71 4.20 -0.11
H 5.44 2.98 2.91
```

Calculated values
2S+1: 3
Energy relative to the best compared isomer or geometry (same formula, charge and spin) (kJ/mol): 0.00
LUMO level (alpha / beta) (eV): 0.606 / -0.918
HOMO (alpha / beta) (eV): -6.35 / -8.07
DFT total energy (eV): -55772.85670
HOMO-LUMO gap (alpha / beta) (eV): 6.9522 / 7.1535
⟨S²⟩: 2.03

***

Entry 6:
2 unconnected molecules or ions with the total composition C4H12O2S2 at a distorted geometry, computed with ωB97M-V/def2-TZVPD.

XYZ file:
```
20
Properties=species:S:1:pos:R:3
S -0.38 0.12 2.45
S -1.86 -1.13 1.82
O 1.98 -2.53 -1.28
O 1.09 2.61 -1.08
C -0.69 1.28 -0.23
C -0.30 2.66 -0.66
C -0.92 -2.36 0.81
C 0.27 0.74 0.86
H -0.18 3.43 0.12
H 1.85 -1.57 -1.17
H -0.18 -2.15 0.05
H 1.20 2.03 -1.84
H -1.70 1.19 0.20
H -0.94 2.88 -1.53
H 1.86 -3.23 -0.65
H -0.55 0.55 -1.03
H 0.84 -0.12 0.44
H 1.00 1.50 1.13
H -0.69 -3.18 1.49
H -1.69 -2.70 0.10
```

Calculated values
2S+1: 1
Energy relative to the best compared isomer or geometry (same formula, charge and spin) (kJ/mol): 93.32
LUMO level (eV): 0.419
HOMO (eV): -8.50
DFT total energy (eV): -30106.83402
HOMO-LUMO gap (eV): 8.9213

***

Entry 7:
A molecular structure, C8H9BrCl3N5O4OsSi, computed with ωB97M-V/def2-TZVPD.

XYZ file:
```
32
Properties=species:S:1:pos:R:3
Os 0.32 -0.25 -0.74
Br 4.95 -4.98 0.26
Cl 2.98 2.15 -2.22
Cl 0.09 1.44 -3.79
Cl 2.30 -1.05 -2.87
Si 1.56 0.83 -2.58
O -0.76 -1.39 -2.18
O 3.24 1.65 1.18
O 1.32 0.78 0.41
O -2.63 -2.49 -1.93
N -3.63 -2.35 0.57
N -1.78 -1.80 -1.49
N -1.31 -0.02 1.99
N -2.39 -0.91 1.87
N -1.66 -1.30 -0.25
C 2.86 -3.11 0.58
C 4.56 -0.90 0.71
C -2.59 -1.55 0.72
C 4.24 -3.27 0.47
C 2.35 -1.84 0.75
C 5.09 -2.17 0.54
C 2.67 0.67 0.87
C 3.18 -0.72 0.78
H -1.66 0.92 2.13
H 1.28 -1.76 0.98
H 2.21 -3.98 0.57
H 6.16 -2.31 0.47
H -4.29 -2.50 1.32
H -3.04 -1.03 2.63
H 5.21 -0.03 0.76
H -0.75 -0.28 2.80
H -3.80 -2.82 -0.31
```

Calculated values
Total charge: +2
2S+1: 5
Energy relative to the best compared isomer or geometry (same formula, charge and spin) (kJ/mol): 120.87
LUMO level (alpha / beta) (eV): -7.864 / -9.580
HOMO (alpha / beta) (eV): -14.81 / -14.78
DFT total energy (eV): -142019.08157
HOMO-LUMO gap (alpha / beta) (eV): 6.9507 / 5.2013
⟨S²⟩: 6.02

***

Entry 8:
A molecular structure, C9H15NO6S2 at a distorted geometry, computed with ωB97M-V/def2-TZVPD.

XYZ file:
```
33
Properties=species:S:1:pos:R:3
S -1.19 -0.13 2.66
S 1.81 -0.94 -1.57
O -1.73 1.10 3.12
O -2.25 -0.79 1.67
O -2.76 1.06 -1.52
O -0.05 0.06 1.56
O 0.56 2.36 -0.74
O -0.69 -1.08 3.60
N -0.67 0.45 -0.72
C 3.65 -0.06 0.41
C -0.36 -0.57 0.28
C 0.91 -1.40 -0.10
C -1.48 -1.52 0.71
C 3.13 0.17 -1.00
C -1.85 0.26 -1.49
C -1.82 -0.95 -2.38
C -1.45 2.60 0.48
C -0.45 1.86 -0.34
H -1.55 -0.62 -3.39
H 4.43 0.67 0.63
H 1.56 -1.38 0.77
H 4.08 -1.05 0.53
H -2.08 -1.98 -0.06
H -2.35 2.03 0.67
H -2.83 -1.37 -2.43
H 3.94 0.00 -1.71
H -1.11 -1.71 -2.06
H -1.74 3.50 -0.06
H -1.00 2.90 1.42
H 0.64 -2.45 -0.23
H -0.99 -2.34 1.24
H 2.87 0.09 1.16
H 2.82 1.21 -1.11
```

Calculated values
2S+1: 1
Energy relative to the best compared isomer or geometry (same formula, charge and spin) (kJ/mol): 0.00
LUMO level (eV): 0.373
HOMO (eV): -8.94
DFT total energy (eV): -45020.75047
HOMO-LUMO gap (eV): 9.3132